Molecular formula: C4H5O2Sn
Method: DFT, the ωB97M-V functional and the def2-TZVPD basis

Values from the calculation:
Total energy (eV): -14129.702
Kohn-Sham gap (spin up / spin down) (eV): 5.5470 / 7.7306
Spin multiplicity: 2
⟨S²⟩: 0.76
E_LUMO (spin up / spin down) (eV): -9.95 / -9.80
Strongest force on any atom (hartree/bohr): 0.210
Total charge: +2
ΔE to the lowest compared entry with this formula, charge and spin (kcal per mole): 51.6

```
12
Properties=species:S:1:pos:R:3:forces:R:3:lowdin_charge:R:1
H 0.309 2.608 0.372 -0.6 -1.8 3.4 0.21
C 0.092 1.556 -0.928 -3.8 -4.2 -5.4 -0.02
C -0.207 1.468 0.471 6.6 7.0 -4.8 -0.37
O -1.186 1.111 1.069 -4.6 -2.1 2.4 -0.40
Sn -1.866 1.032 2.900 -0.7 0.0 1.3 1.59
H 1.102 1.269 -1.238 -0.2 0.8 -0.1 0.15
O -1.455 -0.275 -2.395 -1.6 -0.3 -0.7 0.32
C -0.995 0.819 -2.058 3.0 -0.7 3.6 -0.15
C -1.012 2.184 -2.217 1.2 1.4 1.0 0.13
H -1.326 -1.001 -1.748 0.6 -0.1 -0.4 0.21
H -1.839 2.729 -1.744 0.0 -0.1 -0.5 0.16
H -0.522 2.627 -3.089 -0.1 0.2 0.2 0.16
```
Positions in Å, forces in eV/Å.

Molecular formula: C4H5O2Tm
Method: DFT, the ωB97M-V functional and the def2-TZVPD basis

Values from the calculation:
Total energy (eV): -37838.828
Kohn-Sham gap (spin up / spin down) (eV): 7.2119 / 6.8749
Spin multiplicity: 4
⟨S²⟩: 3.76
E_LUMO (spin up / spin down) (eV): -3.98 / -5.54
Strongest force on any atom (hartree/bohr): 0.113
Total charge: +1
ΔE to the lowest compared entry with this formula, charge and spin (kcal per mole): 40.0

```
12
Properties=species:S:1:pos:R:3:forces:R:3:lowdin_charge:R:1
O 1.493 -1.146 -2.021 2.0 4.1 2.2 -0.15
C 0.500 -1.250 -1.025 0.0 1.6 0.3 -0.32
H 1.824 -0.029 -1.510 -0.4 -4.5 -3.6 0.23
H 0.480 -2.115 -0.332 0.3 -0.2 -0.7 0.13
H -0.459 -1.147 -1.570 -0.1 -0.1 0.8 0.12
C 0.814 -0.020 -0.181 -1.3 -1.3 1.7 -0.11
C -0.103 0.240 0.915 -0.3 1.0 0.4 -0.11
C -0.383 1.451 1.384 -1.5 -0.3 -0.4 -0.17
O -0.962 2.437 1.650 0.7 -0.3 0.2 0.07
Tm -4.425 1.987 1.096 0.2 0.1 0.0 1.04
H 1.844 0.159 0.153 0.1 -0.2 -0.7 0.13
H -0.624 -0.567 1.441 0.1 0.1 -0.1 0.14
```
Positions in Å, forces in eV/Å.

Molecular formula: C4H5O3
Method: DFT, the ωB97M-V functional and the def2-TZVPD basis

Values from the calculation:
Total energy (eV): -10371.451
Kohn-Sham gap (eV): 7.9914
Spin multiplicity: 1
E_LUMO (eV): 4.04
Strongest force on any atom (hartree/bohr): 0.072
Total charge: -1
ΔE to the lowest compared entry with this formula, charge and spin (kcal per mole): 35.6

```
12
Properties=species:S:1:pos:R:3:forces:R:3:lowdin_charge:R:1
O 1.065 -1.890 0.579 0.8 -0.1 0.2 -0.04
C -0.113 -1.629 0.370 -0.5 0.4 1.3 -0.74
O -1.116 -2.330 0.215 -0.1 0.1 0.0 -0.05
C -0.379 0.022 0.061 -0.7 -3.4 1.4 -0.14
C 0.555 1.082 0.633 -0.6 -0.9 -1.4 -0.13
C 0.312 1.740 -0.679 1.6 2.4 0.7 -0.39
O -0.389 2.718 -0.910 -0.4 -0.4 0.0 -0.04
H -0.193 -0.513 -0.863 0.0 1.9 -1.5 0.10
H -1.422 0.253 0.216 -0.1 -0.1 -0.2 0.11
H 1.552 0.683 0.785 0.1 -0.1 -0.1 0.11
H 0.110 1.480 1.536 0.0 0.5 -0.1 0.11
H 0.971 1.352 -1.467 -0.1 -0.3 -0.2 0.12
```
Positions in Å, forces in eV/Å.

Molecular formula: C4H5O3
Method: DFT, the ωB97M-V functional and the def2-TZVPD basis

Values from the calculation:
Total energy (eV): -10360.744
Kohn-Sham gap (eV): 9.6467
Spin multiplicity: 1
E_LUMO (eV): -6.93
Strongest force on any atom (hartree/bohr): 0.072
Total charge: +1
ΔE to the lowest compared entry with this formula, charge and spin (kcal per mole): 48.6

```
12
Properties=species:S:1:pos:R:3:forces:R:3:lowdin_charge:R:1
C 0.263 -2.158 -0.466 -0.7 2.4 1.9 -0.46
C -0.243 0.031 -0.968 -2.0 1.2 0.3 -0.08
C 0.313 0.577 0.324 0.6 1.8 1.0 -0.06
C -0.088 -1.604 0.963 0.6 -2.6 2.6 0.16
O 0.366 -1.204 -1.334 -0.2 0.2 -0.9 0.10
O 0.306 -0.468 1.323 -1.7 -1.5 0.4 0.10
O 0.696 -3.230 -0.473 0.6 -2.5 -0.2 0.29
H -1.362 -0.044 -0.582 1.6 -0.4 -2.0 0.19
H -0.038 0.605 -1.918 -0.9 0.1 1.5 0.19
H 1.323 0.843 0.383 1.8 0.5 -0.8 0.13
H -0.165 1.454 0.897 -0.1 -1.4 -1.5 0.20
H -0.258 -2.421 1.849 0.3 2.1 -2.2 0.24
```
Positions in Å, forces in eV/Å.

Molecular formula: C4H5O3P
Method: DFT, the ωB97M-V functional and the def2-TZVPD basis

Values from the calculation:
Total energy (eV): -19654.323
Kohn-Sham gap (spin up / spin down) (eV): 6.4338 / 7.3379
Spin multiplicity: 3
⟨S²⟩: 2.01
E_LUMO (spin up / spin down) (eV): 0.66 / -2.80
Strongest force on any atom (hartree/bohr): 0.211
ΔE to the lowest compared entry with this formula, charge and spin (kcal per mole): 15.6

```
13
Properties=species:S:1:pos:R:3:forces:R:3:lowdin_charge:R:1
C 0.978 0.733 0.126 8.4 -3.5 -5.9 -0.36
C 3.096 0.024 -0.204 -0.2 0.8 -0.1 -0.60
C -0.091 1.195 0.736 -4.1 3.5 4.3 0.08
C 0.972 -0.449 -0.683 0.6 -1.6 -0.6 -0.46
O 4.263 0.023 -0.200 2.1 0.0 0.3 0.20
O 2.348 1.022 0.360 -2.1 0.2 1.0 0.16
O 2.347 -0.862 -0.813 -0.9 -0.2 0.0 0.05
P 0.017 -1.845 0.264 -0.9 0.7 0.5 0.89
H 0.079 1.958 1.400 -0.1 1.8 1.7 0.06
H -1.053 0.896 0.587 -2.2 -0.9 -0.6 0.05
H 0.704 -0.363 -1.736 -1.0 0.0 -0.1 0.13
H 0.294 -1.197 1.536 -0.2 -0.6 -0.5 -0.06
H 1.078 -2.733 0.325 0.6 -0.2 0.0 -0.12
```
Positions in Å, forces in eV/Å.

Molecular formula: C4H5O5Zn
Method: DFT, the ωB97M-V functional and the def2-TZVPD basis

Values from the calculation:
Total energy (eV): -62882.459
Kohn-Sham gap (spin up / spin down) (eV): 8.2476 / 9.7300
Spin multiplicity: 2
⟨S²⟩: 0.75
E_LUMO (spin up / spin down) (eV): 0.76 / -0.65
Strongest force on any atom (hartree/bohr): 0.061
ΔE to the lowest compared entry with this formula, charge and spin (kcal per mole): 10.3

```
15
Properties=species:S:1:pos:R:3:forces:R:3:lowdin_charge:R:1
O 1.272 -1.804 -0.500 0.1 -1.1 0.7 -0.14
Zn 3.071 -1.145 0.042 1.5 0.3 -0.6 0.79
O 1.769 -1.113 1.529 -0.5 -0.9 1.4 -0.09
C 0.930 -1.578 0.717 0.4 2.2 -2.2 -0.78
O -0.362 -1.452 0.941 -1.3 0.2 -1.7 0.06
O 1.497 1.695 -0.294 -0.7 0.1 0.2 0.05
C 0.382 2.022 0.033 0.8 -0.4 0.2 -0.21
C -0.882 1.273 -0.305 -0.6 0.3 0.3 -0.16
O -0.676 0.080 -1.004 0.6 -0.8 0.2 -0.07
C -1.060 -1.097 -0.391 -1.9 0.2 1.4 -0.13
H 0.211 2.914 0.674 0.0 0.0 -0.2 0.13
H -1.492 1.947 -0.929 0.1 -0.1 0.1 0.14
H -1.453 1.124 0.631 0.2 0.0 -0.2 0.14
H -1.130 -1.878 -1.153 1.0 0.0 0.5 0.15
H -2.080 -0.988 0.008 0.2 0.1 0.1 0.14
```
Positions in Å, forces in eV/Å.

Molecular formula: C4H5O5Zn
Method: DFT, the ωB97M-V functional and the def2-TZVPD basis

Values from the calculation:
Total energy (eV): -62873.158
Kohn-Sham gap (spin up / spin down) (eV): 9.5549 / 5.8534
Spin multiplicity: 1
E_LUMO (spin up / spin down) (eV): -5.01 / -6.07
Strongest force on any atom (hartree/bohr): 0.132
Total charge: +1

```
15
Properties=species:S:1:pos:R:3:forces:R:3:lowdin_charge:R:1
O 1.830 0.693 -0.144 -3.2 -1.0 -0.2 -0.15
C 2.542 -0.413 -0.161 0.6 -0.4 2.1 -0.67
C 0.231 0.209 0.264 2.5 -0.1 -1.0 0.08
O 3.771 -0.284 -0.068 -0.3 -1.6 -0.8 0.01
O 1.869 -1.500 -0.002 -0.2 -0.7 -0.5 0.14
C 0.435 -1.261 -0.117 0.0 0.1 0.0 -0.06
Zn 3.537 1.616 -0.364 2.1 3.1 -0.4 0.91
H -0.252 0.793 -0.525 -0.3 0.1 1.2 0.14
H 0.310 0.394 1.340 -0.6 0.5 -0.7 0.15
H 0.145 -1.465 -1.153 0.0 0.0 0.2 0.15
H -0.058 -1.950 0.572 0.1 0.2 -0.2 0.15
O -4.016 -0.305 0.994 0.9 1.3 -2.2 0.09
C -2.892 0.149 0.336 1.7 -3.2 5.8 -0.06
O -1.869 -0.156 0.994 -2.7 1.6 -3.4 0.01
H -4.780 -0.057 0.463 -0.6 0.0 0.0 0.11
```
Positions in Å, forces in eV/Å.

Molecular formula: C4H5O6Yb
Method: DFT, the ωB97M-V functional and the def2-TZVPD basis

Values from the calculation:
Total energy (eV): -48035.354
Kohn-Sham gap (spin up / spin down) (eV): 7.0548 / 5.2858
Spin multiplicity: 3
⟨S²⟩: 2.00
E_LUMO (spin up / spin down) (eV): -5.05 / -8.12
Strongest force on any atom (hartree/bohr): 0.082
Total charge: +1
ΔE to the lowest compared entry with this formula, charge and spin (kcal per mole): 0.0

```
16
Properties=species:S:1:pos:R:3:forces:R:3:lowdin_charge:R:1
H -0.032 -0.471 -0.824 1.5 0.0 -0.9 0.08
O -2.016 0.630 1.658 -1.6 -1.5 1.5 -0.15
C -0.800 0.692 1.346 1.3 -0.9 -1.4 -0.80
O 0.023 -0.169 1.773 -0.8 -0.9 1.0 -0.12
O -0.463 1.556 0.400 -0.7 -0.2 0.5 0.05
C 0.906 1.682 -0.025 1.1 0.2 0.5 -0.12
O 0.859 -0.436 -1.282 -1.8 -0.3 1.1 -0.06
C -1.119 -3.098 -0.560 0.9 -1.9 0.1 -0.36
C 1.223 0.927 -1.306 -0.1 0.6 -0.4 -0.22
O -1.784 -2.475 0.180 -0.2 0.8 0.3 0.04
O -0.469 -3.852 -1.145 -0.7 1.3 0.1 0.29
Yb -1.992 -1.526 2.806 1.5 3.1 -2.4 1.81
H 1.579 1.369 0.785 -0.3 0.0 -0.2 0.14
H 1.029 2.757 -0.196 0.1 -0.3 0.0 0.14
H 0.744 1.450 -2.152 0.1 -0.3 0.2 0.13
H 2.311 0.966 -1.456 -0.3 0.1 0.0 0.14
```
Positions in Å, forces in eV/Å.

Molecular formula: C4H5OP
Method: DFT, the ωB97M-V functional and the def2-TZVPD basis

Values from the calculation:
Total energy (eV): -15563.557
Kohn-Sham gap (eV): 9.0299
Spin multiplicity: 1
E_LUMO (eV): 0.25
Strongest force on any atom (hartree/bohr): 0.057
ΔE to the lowest compared entry with this formula, charge and spin (kcal per mole): 10.6

```
11
Properties=species:S:1:pos:R:3:forces:R:3:lowdin_charge:R:1
C 0.775 -0.898 0.034 0.9 -0.6 0.7 -0.17
C -0.489 -1.352 0.082 0.8 2.4 -0.1 -0.16
C 1.016 0.564 -0.111 -2.0 0.6 2.1 -0.29
C -0.325 1.275 0.263 0.1 -0.4 -2.5 -0.24
O -2.995 -0.018 -0.039 1.2 0.3 0.2 -0.37
P -1.512 0.089 0.034 0.0 1.2 0.3 0.80
H 1.721 -1.411 0.165 -0.4 -0.9 -0.2 0.11
H -0.988 -2.254 0.209 0.0 -1.9 0.1 0.05
H 1.776 1.026 0.541 0.1 -0.8 -0.1 0.12
H 1.354 0.653 -1.123 0.0 0.7 -0.9 0.11
H -0.334 2.327 -0.056 -0.6 -0.5 0.6 0.05
```
Positions in Å, forces in eV/Å.

Molecular formula: C4H5OP
Method: DFT, the ωB97M-V functional and the def2-TZVPD basis

Values from the calculation:
Total energy (eV): -15561.069
Kohn-Sham gap (eV): 7.3328
SMILES: O[P@@H]1=C=CC=C1
Spin multiplicity: 1
E_LUMO (eV): -0.47
Strongest force on any atom (hartree/bohr): 0.078
ΔE to the lowest compared entry with this formula, charge and spin (kcal per mole): 68.0

```
11
Properties=species:S:1:pos:R:3:forces:R:3:lowdin_charge:R:1
O -2.070 0.490 0.657 -0.2 -0.3 0.1 -0.26
P -1.054 -0.009 -0.499 1.4 1.6 0.2 0.84
C -0.430 -1.681 -0.206 0.0 -0.7 -0.3 -0.24
C 0.887 -1.439 0.087 -1.1 -0.1 -0.2 -0.29
C 1.414 -0.079 0.180 -3.6 0.8 -1.7 -0.16
C 0.533 0.868 -0.167 -0.7 -2.3 -0.2 -0.20
H -2.139 1.447 0.817 0.2 -0.5 -0.3 0.08
H -1.721 0.647 -1.701 1.0 -1.5 1.2 0.07
H 1.675 -2.121 0.399 -0.7 -0.9 -0.1 0.08
H 2.365 0.001 0.503 3.1 0.9 1.1 0.06
H 0.540 1.877 -0.072 0.6 2.9 0.2 0.02
```
Positions in Å, forces in eV/Å.

Molecular formula: C4H5OP
Method: DFT, the ωB97M-V functional and the def2-TZVPD basis

Values from the calculation:
Total energy (eV): -15561.162
Kohn-Sham gap (spin up / spin down) (eV): 6.8683 / 8.7267
Spin multiplicity: 3
⟨S²⟩: 2.02
E_LUMO (spin up / spin down) (eV): 0.68 / -0.50
Strongest force on any atom (hartree/bohr): 0.033
ΔE to the lowest compared entry with this formula, charge and spin (kcal per mole): 8.5

```
11
Properties=species:S:1:pos:R:3:forces:R:3:lowdin_charge:R:1
C 0.832 0.099 0.561 -0.1 -0.9 0.7 -0.41
C 2.016 -0.292 0.095 0.5 -0.8 0.3 -0.19
C -0.449 -0.609 0.064 0.3 -0.1 -0.2 -0.28
C -1.290 0.522 -0.525 0.3 0.6 0.3 -0.51
O 3.052 -0.617 -0.319 -0.1 0.4 -0.2 0.18
P -0.221 1.967 0.034 -1.1 1.1 -0.7 0.79
H 0.851 0.351 1.622 0.3 -0.1 -0.2 0.10
H -0.206 -1.366 -0.683 0.0 -0.1 0.1 0.11
H -0.939 -1.100 0.907 0.1 0.0 -0.1 0.11
H -1.336 0.492 -1.614 0.0 0.0 0.0 0.05
H -2.310 0.552 -0.141 0.0 0.1 0.0 0.05
```
Positions in Å, forces in eV/Å.

Molecular formula: C4H5P
Method: DFT, the ωB97M-V functional and the def2-TZVPD basis

Values from the calculation:
Total energy (eV): -13513.176
Kohn-Sham gap (eV): 10.0254
SMILES: C=C=P.C#C
Spin multiplicity: 1
E_LUMO (eV): 0.54
Strongest force on any atom (hartree/bohr): 0.011
ΔE to the lowest compared entry with this formula, charge and spin (kcal per mole): 63.1

```
10
Properties=species:S:1:pos:R:3:forces:R:3:lowdin_charge:R:1
C -1.715 -0.703 -0.876 -0.3 0.2 0.2 -0.11
C -0.655 -1.157 -1.464 0.4 -0.3 -0.1 -0.62
P 0.597 -1.863 -2.247 -0.3 -0.1 -0.2 0.78
H -2.111 -1.169 0.018 0.0 -0.1 0.1 0.06
H -2.236 0.173 -1.231 0.0 0.2 -0.1 0.06
H 1.591 -1.147 -1.560 0.2 0.2 0.2 -0.17
C 1.640 1.055 0.862 -0.3 0.0 0.1 -0.01
C 0.533 0.945 1.293 0.4 0.1 -0.1 -0.01
H 2.612 1.154 0.475 0.5 0.0 -0.2 0.01
H -0.439 0.860 1.680 -0.5 -0.1 0.2 0.01
```
Positions in Å, forces in eV/Å.